Entry 1:
The following is a quantum chemistry calculation of C5H12N2O as an isolated structure, from OMol25.

Calculated values
Calculated total energy, hartree: -382.28407
Kohn-Sham gap (spin up / spin down), eV: 7.133 / 8.018
Relative energy (zero: lowest compared OMol25 entry of this formula, charge and spin), kJ/mol: 573.57
E_LUMO (spin up / spin down), eV: -0.067 / 0.619
HOMO level (spin up / spin down), eV: -7.2 / -7.4

Geometry as XYZ:
```
20
Properties=species:S:1:pos:R:3:nbo_charge:R:1
C -0.23013 -1.49086 0.37259 -0.699
C 1.72190 -0.39534 -0.81989 -0.630
C 0.25974 -0.27669 -0.40667 0.150
N -1.68297 -0.33935 -1.68951 -0.557
N -0.50487 0.18771 -1.47283 -0.197
H -1.91672 -1.25904 -1.31769 0.361
H -2.10916 -0.05122 -2.56604 0.382
H -1.22279 -1.31062 0.79122 0.230
H -0.27155 -2.38200 -0.25913 0.209
H 1.88287 -1.26474 -1.46212 0.209
H 0.45451 -1.67554 1.20112 0.234
H 2.32536 -0.50733 0.08457 0.211
H 2.03743 0.50045 -1.35816 0.224
C 0.09622 1.30874 0.84506 0.071
C 0.44624 1.17149 2.14705 -0.474
O -1.44798 1.40521 0.51069 -0.779
H -1.57381 2.03371 -0.22657 0.469
H 0.56195 2.10116 0.26702 0.184
H -0.02034 0.42328 2.77580 0.194
H 1.19411 1.82096 2.58350 0.210
```

Entry 2:
The following is a quantum chemistry calculation of a 2-piece molecular cluster, C5H12N2O overall, from OMol25.

Calculated values
Calculated total energy, hartree: -382.33070
SMILES: CN(C)N=O.C=CC
Kohn-Sham gap, eV: 9.638
Relative energy (zero: lowest compared OMol25 entry of this formula, charge and spin), kJ/mol: 451.14
E_LUMO, eV: 0.414
HOMO level, eV: -9.2

Geometry as XYZ:
```
20
Properties=species:S:1:pos:R:3:nbo_charge:R:1
C 1.84198 -0.78922 1.15794 -0.457
C -0.04851 -2.31271 1.13077 -0.425
N 0.62462 -1.20395 0.46719 -0.298
H -0.24735 0.67429 -0.14725 0.204
H 2.05702 -1.39304 2.04800 0.206
H 1.73537 0.25073 1.48851 0.214
H 2.74797 -0.84873 0.54192 0.225
H -1.05501 -2.45634 0.72190 0.219
H -0.16737 -2.13054 2.20546 0.212
H 0.50145 -3.25612 1.01927 0.192
C -2.19193 1.70317 -0.46244 -0.648
C -0.75504 1.46477 -0.79501 -0.181
C -0.06764 2.17162 -1.69490 -0.411
N 0.74140 -1.44223 -0.93231 0.260
O 1.50611 -0.68566 -1.50033 -0.337
H -2.77556 0.80462 -0.68537 0.212
H -2.30043 1.93500 0.60134 0.214
H -2.61930 2.53339 -1.03321 0.209
H -0.53996 2.90211 -2.34582 0.186
H 1.01222 2.07887 -1.78567 0.202
```

Entry 3:
The following is a quantum chemistry calculation of an isolated molecule of C5H12N2O, from OMol25.

Calculated values
Calculated total energy, hartree: -382.19176
Kohn-Sham gap, eV: 4.710
Relative energy (zero: lowest compared OMol25 entry of this formula, charge and spin), kJ/mol: 815.92
E_LUMO, eV: -3.477
HOMO level, eV: -8.2

Geometry as XYZ:
```
20
Properties=species:S:1:pos:R:3:nbo_charge:R:1
C 0.64219 2.46859 -0.67371 -0.605
C -0.65811 1.78063 -1.29610 -0.339
N -1.50923 1.22043 -0.32165 -0.018
C -0.78586 0.09723 0.44316 -0.373
C 0.04092 -0.87950 -0.33032 0.215
N -0.26791 -2.29583 0.28276 -0.600
C 0.25865 -2.33774 1.60604 -0.457
O 1.36042 -0.63138 -0.31323 -0.621
H 1.38492 1.60165 -0.36142 0.259
H 1.22267 3.01044 -1.39763 0.222
H 0.46561 3.17730 0.11187 0.214
H -0.29289 1.16750 -2.12170 0.272
H -1.22171 2.66102 -1.69043 0.205
H -0.18845 0.30120 1.35654 0.284
H -1.60474 -0.57252 0.85764 0.235
H -0.46970 -0.96747 -1.38169 0.146
H 0.26278 -2.91081 -0.31590 0.361
H -0.36452 -1.82751 2.25998 0.180
H 1.18892 -1.71222 1.47063 0.211
H 0.53605 -3.35104 1.81514 0.210
```

Entry 4:
The following is a quantum chemistry calculation of a 2-piece molecular cluster, C5H12N2O overall, from OMol25.

Calculated values
Calculated total energy, hartree: -382.38814
SMILES: C=N/C=C/CCN.O
Kohn-Sham gap, eV: 9.225
Relative energy (zero: lowest compared OMol25 entry of this formula, charge and spin), kJ/mol: 300.33
E_LUMO, eV: 0.549
HOMO level, eV: -8.7

Geometry as XYZ:
```
20
Properties=species:S:1:pos:R:3:nbo_charge:R:1
C 0.93722 0.86923 1.71251 -0.192
C 1.16257 -0.67403 1.32946 -0.468
C 0.06634 -1.18889 0.45022 -0.223
C 0.07777 -2.01977 -0.61193 -0.051
N -1.03149 -2.21391 -1.40966 -0.409
C -1.71773 -1.27442 -1.89411 -0.052
N -0.45741 1.30724 1.82169 -0.839
H 1.44012 1.05603 2.65548 0.184
H 1.34556 1.50919 0.93268 0.184
H 1.02320 -1.11644 2.31329 0.213
H 2.13218 -0.70445 0.84995 0.222
H -0.91872 -0.74222 0.52969 0.189
H 0.88412 -2.68960 -0.87293 0.199
H -1.45816 -0.22278 -1.70945 0.148
H -2.57751 -1.52919 -2.50434 0.177
H -1.04188 0.60154 2.20440 0.349
H -0.82094 1.65451 0.94794 0.368
H -0.02542 2.87804 -2.82127 0.472
H 0.78570 1.87220 -1.99714 0.471
O 0.19445 2.62772 -1.92649 -0.942
```

Entry 5:
The following is a quantum chemistry calculation of a 2-piece molecular cluster, C5H12N2O overall, from OMol25.

Calculated values
2S+1: 2
Calculated total energy, hartree: -381.95411
Net charge: +1
Kohn-Sham gap (spin up / spin down), eV: 4.529 / 4.436
Relative energy (zero: lowest compared OMol25 entry of this formula, charge and spin), kJ/mol: 559.75
E_LUMO (spin up / spin down), eV: -8.202 / -8.201
HOMO level (spin up / spin down), eV: -12.7 / -12.6

Geometry as XYZ:
```
20
Properties=species:S:1:pos:R:3:nbo_charge:R:1
C 1.94669 -1.65275 0.45293 -0.063
O 3.32503 -1.34653 0.61150 -0.698
C 1.43521 -0.12854 0.16539 -0.327
C -1.63611 0.70569 -1.65259 0.085
C -2.04450 0.45086 -0.33731 -0.018
C -2.36188 -0.76526 0.26539 -0.043
N -2.18022 1.72277 0.31058 -0.773
N 2.33981 0.80463 0.81375 -0.424
H 1.74047 -2.35722 -0.41761 0.179
H 1.54491 -2.13875 1.33751 0.170
H 3.28942 -0.34477 0.95769 0.458
H 0.39503 0.09288 0.46883 0.175
H -1.81108 1.72860 -1.89783 0.222
H -1.28917 -0.00874 -2.36980 0.239
H -2.52811 -1.61228 -0.44318 0.250
H -2.71182 -0.77881 1.29680 0.246
H -2.01132 1.61318 1.31085 0.398
H -1.62850 2.43952 -0.06788 0.387
H 2.66224 1.59728 0.12682 0.349
H 1.52390 -0.02173 -0.93183 0.190
```

Entry 6:
The following is a quantum chemistry calculation of a 2-piece molecular cluster, C5H12N2O2 overall, from OMol25.

Calculated values
Calculated total energy, hartree: -457.60760
SMILES: C=C[C@@H](C)O.[H]/N=C\NO
Kohn-Sham gap, eV: 9.409
Relative energy (zero: lowest compared OMol25 entry of this formula, charge and spin), kJ/mol: 371.03
E_LUMO, eV: 0.690
HOMO level, eV: -8.7

Geometry as XYZ:
```
21
Properties=species:S:1:pos:R:3:nbo_charge:R:1
C 0.70984 -0.99318 0.18198 0.053
C 1.86692 -1.99375 0.18177 -0.625
N -1.93838 1.22069 -0.06818 -0.340
O -2.54100 0.28150 0.77153 -0.570
O -0.46090 -1.57181 0.75528 -0.743
H -1.86606 -0.40986 0.95270 0.499
H -0.63242 -2.41696 0.32540 0.482
H -1.87036 2.14119 0.34339 0.372
H 0.49446 -0.68210 -0.85202 0.175
H 2.07066 -2.32563 1.19744 0.214
H 1.62222 -2.86126 -0.42934 0.205
H 2.75955 -1.52448 -0.22177 0.226
C -1.83907 1.03116 -1.40160 0.262
C 1.06306 0.20994 1.00713 -0.198
C 1.31843 1.40103 0.50280 -0.375
N -1.41735 1.84635 -2.26669 -0.730
H -1.19072 2.76834 -1.89774 0.322
H -2.10744 0.03040 -1.72418 0.166
H 1.09763 0.02523 2.07154 0.205
H 1.27120 1.58863 -0.55719 0.201
H 1.58973 2.23457 1.12774 0.201
```